[1]
Below is C18H22BeBrN4O2 as an isolated structure at a distorted geometry, with properties calculated with ωB97M-V/def2-TZVPD.

Positions of all 48 atoms, in Å:
Be (-0.46, 0.42, -0.69)
C (-2.32, 0.70, -2.44)
C (-3.07, -0.23, -1.49)
N (-2.09, -0.77, -0.54)
C (-2.46, -0.89, 0.87)
C (-1.58, 0.00, 1.70)
C (-1.62, 0.07, 3.09)
C (-0.78, 0.97, 3.73)
C (0.03, 1.81, 2.98)
C (0.01, 1.68, 1.60)
C (0.77, 2.56, 0.63)
N (0.87, 1.86, -0.64)
C (0.67, 2.62, -1.86)
C (-0.84, 2.71, -2.18)
N (-1.54, 1.58, -1.57)
N (-0.75, 0.77, 1.01)
H (-1.62, 0.13, -3.06)
H (-3.01, 1.25, -3.08)
H (-3.82, 0.34, -0.95)
H (-3.58, -1.03, -2.05)
H (-1.75, -1.65, -0.89)
H (-3.50, -0.59, 1.03)
H (-2.36, -1.92, 1.22)
H (-2.28, -0.57, 3.66)
H (-0.76, 1.03, 4.81)
H (0.67, 2.55, 3.45)
H (0.19, 3.47, 0.50)
H (1.74, 2.84, 1.04)
H (1.77, 1.40, -0.70)
H (1.09, 3.63, -1.80)
H (1.17, 2.09, -2.67)
H (-1.24, 3.65, -1.78)
H (-0.99, 2.72, -3.26)
H (-2.22, 1.95, -0.91)
Br (4.64, -4.32, 2.71)
C (3.58, -3.48, 1.37)
C (2.57, -2.62, 1.76)
C (1.80, -2.00, 0.79)
C (2.03, -2.25, -0.56)
C (3.05, -3.13, -0.93)
C (3.82, -3.75, 0.03)
C (1.21, -1.59, -1.62)
O (1.28, -1.91, -2.79)
O (0.42, -0.64, -1.19)
H (2.39, -2.44, 2.81)
H (1.01, -1.32, 1.09)
H (3.21, -3.31, -1.98)
H (4.61, -4.42, -0.25)

Summary:
Total charge   +1
E   -3657.356194 hartree
Lowest unoccupied orbital energy   -2.9 eV
F_max   1.39 eV/Å
Gap between HOMO and LUMO   8.29 eV

Löwdin population analysis, charges in e, atoms 1 to 8: number 1, Be, carries 0.022; number 2, C, carries -0.147; number 3, C, carries -0.142; number 4, N, carries -0.046; number 5, C, carries -0.089; number 6, C, carries -0.203; number 7, C, carries 0.017; number 8, C, carries -0.009

***

[2]
Below is C18H22BrN2O4PSr as an isolated structure, with properties calculated with ωB97M-V/def2-TZVPD.

Positions of all 49 atoms, in Å:
Sr (0.69, 0.16, 0.40)
O (7.98, 1.66, -0.20)
C (7.08, 2.52, -0.14)
O (7.12, 3.76, -0.16)
C (5.66, 1.92, -0.03)
C (5.48, 0.55, 0.02)
C (4.21, 0.04, 0.11)
N (3.11, 0.80, 0.16)
C (3.27, 2.14, 0.12)
C (4.52, 2.73, 0.03)
C (2.02, 3.03, 0.19)
O (2.15, 4.24, 0.17)
O (0.89, 2.39, 0.26)
H (6.37, -0.07, -0.02)
H (4.04, -1.04, 0.15)
H (4.64, 3.80, 0.01)
C (-3.36, -1.79, -1.03)
C (-3.48, -0.28, -1.18)
P (-2.50, 0.63, 0.08)
C (-3.41, 0.33, 1.65)
C (-4.87, 0.77, 1.72)
C (-2.75, 2.41, -0.29)
C (-4.02, 2.81, -1.03)
H (-3.91, -2.31, -1.81)
H (-3.74, -2.14, -0.06)
H (-2.31, -2.11, -1.09)
H (-4.53, 0.03, -1.14)
H (-3.11, 0.03, -2.16)
H (-2.84, 0.83, 2.43)
H (-3.32, -0.74, 1.86)
H (-4.96, 1.85, 1.63)
H (-5.31, 0.49, 2.68)
H (-5.48, 0.32, 0.93)
H (-1.86, 2.74, -0.83)
H (-2.68, 2.92, 0.67)
H (-4.05, 2.38, -2.03)
H (-4.06, 3.90, -1.14)
H (-4.93, 2.50, -0.51)
Br (0.13, -2.20, 2.50)
C (0.71, -3.17, 0.95)
C (0.59, -4.55, 0.97)
C (1.05, -5.22, -0.15)
C (1.61, -4.51, -1.20)
C (1.68, -3.14, -1.11)
N (1.23, -2.47, -0.03)
H (0.15, -5.06, 1.81)
H (0.99, -6.30, -0.19)
H (1.99, -5.01, -2.08)
H (2.12, -2.54, -1.90)

Summary:
Total charge   0
E   -4055.733720 hartree
Lowest unoccupied orbital energy   -1.4 eV
F_max   0.42 eV/Å
Gap between HOMO and LUMO   5.58 eV

Löwdin population analysis, charges in e, atoms 1 to 8: number 1, Sr, carries 1.336; number 2, O, carries -0.046; number 3, C, carries -0.697; number 4, O, carries -0.025; number 5, C, carries -0.077; number 6, C, carries -0.002; number 7, C, carries -0.155; number 8, N, carries -0.080

***

[3]
Below is C18H22ClNO3 in the gas phase, with properties calculated with ωB97M-V/def2-TZVPD.

Positions of all 45 atoms, in Å:
C (3.10, -1.35, -3.11)
C (1.67, -0.95, -3.07)
C (0.81, -1.31, -4.10)
C (-0.51, -0.91, -4.14)
C (-0.99, -0.10, -3.12)
Cl (-2.63, 0.45, -3.15)
C (-0.17, 0.28, -2.07)
C (1.15, -0.17, -2.03)
N (1.92, 0.24, -0.93)
C (2.63, -0.58, -0.11)
O (2.78, -1.77, -0.26)
C (3.24, 0.17, 1.09)
O (2.28, 0.33, 2.14)
C (1.38, 1.31, 2.03)
O (1.34, 2.08, 1.09)
C (0.40, 1.29, 3.16)
C (-0.64, 0.19, 2.89)
C (-1.43, 0.42, 1.59)
C (-2.89, 0.41, 2.06)
C (-3.25, -1.02, 2.49)
C (-2.48, -1.19, 3.82)
C (-1.74, 0.15, 3.96)
C (-2.78, 1.12, 3.41)
H (3.37, -1.72, -4.09)
H (3.29, -2.14, -2.37)
H (3.74, -0.51, -2.85)
H (1.19, -1.92, -4.91)
H (-1.16, -1.20, -4.95)
H (-0.55, 0.91, -1.29)
H (1.69, 1.16, -0.55)
H (4.03, -0.44, 1.52)
H (3.62, 1.15, 0.78)
H (0.93, 1.07, 4.09)
H (-0.08, 2.26, 3.23)
H (-0.10, -0.77, 2.86)
H (-1.24, -0.35, 0.84)
H (-1.19, 1.39, 1.16)
H (-3.58, 0.84, 1.34)
H (-2.96, -1.75, 1.74)
H (-4.33, -1.11, 2.65)
H (-1.79, -2.03, 3.79)
H (-3.16, -1.34, 4.65)
H (-1.38, 0.34, 4.97)
H (-3.71, 1.12, 3.98)
H (-2.41, 2.15, 3.32)

Summary:
Total charge   0
E   -1439.822535 hartree
Lowest unoccupied orbital energy   0.7 eV
F_max   0.66 eV/Å
SMILES   Cc1ccc(Cl)cc1NC(=O)COC(=O)C[C@@H]1C[C@H]2CC[C@@H]1C2
Gap between HOMO and LUMO   9.51 eV

Löwdin population analysis, charges in e, atoms 1 to 8: number 1, C, carries -0.039; number 2, C, carries -0.199; number 3, C, carries -0.034; number 4, C, carries -0.104; number 5, C, carries -0.674; number 6, Cl, carries 0.668; number 7, C, carries -0.042; number 8, C, carries -0.175

***

[4]
Below is C18H22F2O24Pb as an isolated structure at a distorted geometry, with properties calculated with ωB97M-V/def2-TZVPD.

Positions of all 67 atoms, in Å:
Pb (-16.77, 26.37, 5.44)
O (-13.11, 24.30, 5.43)
C (-13.03, 25.60, 5.12)
O (-14.06, 26.17, 4.84)
O (-12.06, 26.33, 5.29)
H (-13.98, 23.91, 5.52)
O (-17.22, 22.06, 6.08)
C (-16.80, 23.21, 5.82)
O (-17.45, 23.92, 5.07)
O (-15.71, 23.60, 6.17)
H (-16.54, 21.64, 6.61)
O (-15.80, 30.22, 2.82)
C (-15.52, 29.43, 3.85)
O (-16.32, 28.56, 4.19)
O (-14.42, 29.48, 4.45)
H (-16.39, 29.61, 2.37)
O (-14.61, 28.83, 9.03)
C (-14.48, 28.30, 7.76)
O (-15.30, 27.56, 7.25)
O (-13.42, 28.52, 7.10)
H (-15.46, 28.57, 9.40)
C (-22.85, 28.39, 6.96)
C (-22.34, 27.24, 6.11)
C (-22.69, 27.23, 4.60)
O (-21.51, 27.10, 3.96)
C (-20.45, 27.03, 4.76)
O (-19.24, 26.82, 4.45)
O (-20.91, 27.21, 6.05)
H (-23.60, 28.18, 7.73)
H (-23.13, 29.17, 6.25)
H (-22.01, 28.81, 7.52)
H (-22.64, 26.24, 6.43)
H (-23.28, 28.10, 4.31)
H (-23.33, 26.35, 4.51)
C (-18.55, 22.44, 10.61)
C (-18.17, 23.89, 10.56)
C (-16.69, 24.21, 10.49)
O (-16.56, 24.94, 9.27)
C (-17.73, 25.14, 8.65)
O (-18.00, 25.79, 7.65)
O (-18.71, 24.58, 9.39)
H (-18.13, 21.88, 9.77)
H (-19.62, 22.34, 10.43)
H (-18.27, 21.96, 11.54)
H (-18.63, 24.44, 11.38)
H (-16.08, 23.31, 10.41)
H (-16.35, 24.81, 11.33)
C (-18.15, 31.28, 8.62)
C (-19.54, 30.67, 8.84)
O (-19.54, 29.40, 8.17)
C (-18.37, 29.25, 7.58)
O (-18.13, 28.27, 6.86)
O (-17.48, 30.20, 7.96)
F (-20.42, 31.46, 8.30)
H (-17.60, 31.62, 9.49)
H (-18.19, 32.05, 7.84)
H (-19.73, 30.68, 9.91)
C (-15.63, 23.61, 0.17)
C (-15.33, 25.00, -0.43)
O (-15.25, 25.81, 0.74)
C (-16.00, 25.29, 1.72)
O (-16.37, 25.94, 2.70)
O (-16.27, 24.05, 1.37)
F (-16.40, 25.33, -1.18)
H (-14.71, 23.07, 0.38)
H (-16.40, 23.12, -0.44)
H (-14.44, 25.03, -1.05)

Summary:
Total charge   -1
Multiplicity   2
E   -2897.505941 hartree
Lowest unoccupied orbital energy (spin up / spin down)   2.0 / 1.1 eV
F_max   7.45 eV/Å
Expectation value of S²   0.758
Gap between HOMO and LUMO (spin up / spin down)   5.30 / 4.33 eV

Löwdin population analysis, charges in e, atoms 1 to 8: number 1, Pb, carries 1.763; number 2, O, carries 0.146; number 3, C, carries -0.765; number 4, O, carries 0.152; number 5, O, carries 0.252; number 6, H, carries 0.066; number 7, O, carries 0.165; number 8, C, carries -1.009

***

[5]
Below is C18H22FN2O5P in the gas phase at a distorted geometry, with properties calculated with ωB97M-V/def2-TZVPD.

Positions of all 49 atoms, in Å:
C (0.45, 1.69, 4.27)
C (-0.68, 1.30, 3.52)
C (-0.80, 1.26, 1.94)
C (-0.64, 2.40, 1.08)
C (-0.27, 3.81, 1.74)
C (-1.59, 4.43, 2.41)
F (-1.56, 5.87, 2.33)
C (-0.82, 2.20, -0.52)
O (-1.37, 3.06, -1.23)
C (-0.27, 0.78, -1.07)
C (-0.41, -0.47, -0.12)
C (0.12, -1.87, -0.50)
C (0.04, -3.16, 0.43)
C (-1.43, -3.78, 0.63)
C (-1.59, -4.06, 2.23)
N (-0.72, -5.25, 2.55)
C (0.77, -2.01, -1.92)
C (0.91, -0.78, -2.89)
C (1.60, -1.11, -4.31)
N (3.08, -0.98, -4.10)
C (0.41, 0.66, -2.49)
P (0.61, 2.15, -3.64)
O (-0.67, 2.37, -4.47)
O (1.06, 3.58, -2.76)
O (1.90, 1.92, -4.77)
C (-1.13, -0.19, 1.30)
O (-1.92, -0.98, 1.86)
H (0.36, 1.67, 5.42)
H (1.45, 1.98, 3.79)
H (-1.60, 0.93, 4.11)
H (0.14, 4.47, 0.89)
H (0.62, 3.69, 2.48)
H (-2.49, 4.06, 1.81)
H (-1.66, 4.03, 3.47)
H (0.61, -2.98, 1.42)
H (0.67, -3.98, -0.10)
H (-2.24, -3.02, 0.35)
H (-1.57, -4.80, 0.14)
H (-1.14, -3.17, 2.83)
H (-2.67, -4.18, 2.55)
H (0.28, -4.95, 2.51)
H (-0.86, -5.53, 3.54)
H (1.16, -3.05, -2.22)
H (1.23, -0.45, -5.16)
H (1.34, -2.19, -4.58)
H (3.17, -0.30, -3.31)
H (3.52, -0.53, -4.92)
H (1.89, 3.33, -2.29)
H (2.70, 2.15, -4.23)

Summary:
Total charge   0
E   -1625.785785 hartree
Lowest unoccupied orbital energy   -1.6 eV
F_max   4.97 eV/Å
SMILES   C=CC1=C(CCF)C(=O)c2c(c(CCCN)cc(CN)c2P(=O)(O)O)C1=O
Gap between HOMO and LUMO   7.84 eV

Löwdin population analysis, charges in e, atoms 1 to 8: number 1, C, carries -0.006; number 2, C, carries -0.119; number 3, C, carries -0.062; number 4, C, carries -0.060; number 5, C, carries -0.117; number 6, C, carries -0.146; number 7, F, carries -0.102; number 8, C, carries -0.239